Molecular formula: C21H45Cl12N3O3
Method: DFT, the ωB97M-V functional and the def2-TZVPD basis

Its structure (SMILES) is CN(C)C=O.CN(C)C=O.CN(C)C=O.ClCCCl.ClCCCl.ClCCCl.ClCCCl.ClCCCl.ClCCCl. The calculation puts the energy relative to the best compared isomer or geometry (same formula, charge and spin) at 257.4 kJ/mol. The value obtained for the total energy is -183389.584 eV. As for the frontier orbital gap: 9.7 eV. As for the LUMO energy: 0.23 eV. As for the spin multiplicity: 1.

CARTESIAN COORDINATES (ANGSTROEM)
C  -0.218  3.816  -3.793
N  0.084  4.519  -2.574
C  -1.063  5.230  -1.977
C  1.294  4.479  -1.998
O  1.600  4.864  -0.878
H  -0.693  2.890  -3.501
H  0.767  3.537  -4.234
H  -0.808  4.420  -4.495
H  -1.693  5.703  -2.716
H  -1.601  4.442  -1.480
H  -0.584  5.921  -1.328
H  1.982  3.887  -2.644
C  -0.820  -4.021  -0.572
N  -2.096  -3.686  0.049
C  -2.673  -2.439  -0.347
C  -2.851  -4.637  0.612
O  -4.002  -4.498  0.907
H  -0.015  -3.364  -0.224
H  -0.812  -3.823  -1.608
H  -0.601  -5.050  -0.385
H  -3.136  -1.854  0.459
H  -1.836  -1.811  -0.706
H  -3.424  -2.597  -1.163
H  -2.248  -5.599  0.807
C  3.501  -4.389  2.162
N  3.130  -3.086  2.763
C  2.951  -3.112  4.183
C  2.636  -2.079  2.113
O  2.285  -2.019  0.932
H  2.926  -5.224  2.616
H  4.558  -4.596  2.406
H  3.311  -4.425  1.103
H  2.498  -4.048  4.510
H  3.898  -3.060  4.732
H  2.237  -2.332  4.508
H  2.385  -1.301  2.774
Cl  -4.812  2.098  1.786
C  -3.775  1.886  0.346
C  -3.956  2.995  -0.692
Cl  -5.585  2.962  -1.486
H  -3.809  0.839  0.023
H  -2.737  2.062  0.718
H  -3.234  2.933  -1.422
H  -3.824  3.992  -0.195
Cl  5.970  -2.788  -3.671
C  5.119  -2.644  -2.125
C  4.019  -1.603  -2.102
Cl  2.514  -1.986  -2.980
H  5.792  -2.227  -1.356
H  4.855  -3.631  -1.824
H  4.338  -0.658  -2.465
H  3.717  -1.397  -1.049
Cl  -1.194  5.777  1.816
C  -0.289  4.606  2.807
C  1.135  4.806  2.531
Cl  2.106  3.681  3.564
H  -0.672  3.647  2.479
H  -0.505  4.688  3.903
H  1.403  5.845  2.681
H  1.251  4.491  1.455
Cl  -1.831  -2.973  -4.232
C  -1.239  -1.401  -3.725
C  -2.144  -0.316  -4.046
Cl  -3.726  -0.586  -3.296
H  -0.249  -1.251  -4.144
H  -1.043  -1.466  -2.648
H  -2.282  -0.134  -5.120
H  -1.722  0.588  -3.598
Cl  -0.890  -3.002  4.695
C  -2.058  -1.803  4.051
C  -1.496  -0.982  2.939
Cl  -0.257  0.170  3.626
H  -2.470  -1.143  4.839
H  -2.894  -2.373  3.660
H  -2.328  -0.452  2.500
H  -1.030  -1.549  2.147
Cl  -0.871  1.257  -0.958
C  0.536  0.478  -0.173
C  1.758  1.331  0.081
Cl  2.545  1.705  -1.501
H  0.840  -0.399  -0.742
H  0.129  0.148  0.774
H  2.507  0.785  0.691
H  1.520  2.336  0.425